No. 1
# C6H15N2

C6H15N2 as an isolated structure in a non-equilibrium geometry (ωB97M-V/def2-TZVPD, the Open Molecules 2025 dataset).

XYZ file:
```
23
Properties=species:S:1:pos:R:3
C -2.059 0.792 1.079
C -0.765 0.075 0.768
C -0.511 -0.978 -0.424
C 0.541 -0.505 -1.295
C 0.236 0.522 -2.307
N 0.958 1.587 -2.410
C 1.909 -0.434 -0.757
N -0.362 -0.907 3.239
H -2.915 0.111 1.106
H -2.319 1.516 0.300
H -2.000 1.293 2.043
H 0.043 0.837 0.815
H -0.314 -1.970 -0.026
H -1.474 -0.986 -0.972
H -0.703 0.410 -2.875
H 3.158 0.287 -2.054
H 1.018 1.869 -3.396
H 2.512 0.246 -1.580
H 2.070 0.314 0.045
H 2.415 -1.389 -0.584
H -0.548 -0.544 1.772
H -0.058 -0.363 4.046
H -0.834 -1.783 3.466
```

Output
* LUMO energy (alpha / beta): -11.9531 / -11.8195 eV
* charge: +2
* frontier orbital gap (alpha / beta): 0.1983 / 0.1952 hartree
* multiplicity: 2
* strongest force on any atom: 3.979 eV/Å
* energy relative to the best compared isomer or geometry (same formula, charge and spin): 1073.58 kJ/mol

Mulliken population analysis, charges in e, atoms 1 to 2: atom 1 (C): -1.452, atom 2 (C): 0.045

No. 2
# C4H7NO2

A 3-piece molecular cluster, C4H7NO2 overall in a non-equilibrium geometry (ωB97M-V/def2-TZVPD, the Open Molecules 2025 dataset).

XYZ file:
```
14
Properties=species:S:1:pos:R:3
C -1.302 -1.139 0.148
C -0.692 -0.923 -1.210
C 0.145 2.002 0.136
N 0.516 1.569 1.266
C 2.687 -0.569 0.550
O 2.627 -1.703 0.548
O 0.465 -0.629 -1.409
H -0.709 -0.645 0.923
H -1.337 -2.218 0.346
H -2.335 -0.775 0.166
H -1.379 -1.061 -2.071
H -0.905 1.888 -0.151
H 0.796 2.483 -0.603
H 1.520 1.718 1.388
```

Output
* LUMO energy: 1.0151 eV
* frontier orbital gap: 0.4042 hartree
* strongest force on any atom: 1.409 eV/Å
* energy relative to the best compared isomer or geometry (same formula, charge and spin): 226.56 kJ/mol

Mulliken population analysis, charges in e, atoms 1 to 2: atom 1 (C): -0.907, atom 2 (C): 0.120

No. 3
# C24H29N3O3

One molecule with the formula C24H29N3O3 (ωB97M-V/def2-TZVPD, the Open Molecules 2025 dataset).

XYZ file:
```
59
Properties=species:S:1:pos:R:3
C 3.469 -3.552 -1.586
C 2.083 -3.212 -1.134
C 1.758 -3.244 0.219
C 0.486 -2.930 0.654
C -0.500 -2.570 -0.258
C -1.880 -2.176 0.247
C -2.577 -3.332 0.964
N -2.707 -1.599 -0.787
C -2.911 -0.271 -0.635
O -3.559 0.466 -1.329
N -2.213 0.104 0.524
C -2.180 1.468 0.991
C -0.844 1.909 1.607
O -0.893 2.651 2.569
N 0.310 1.443 1.069
C 0.402 1.076 -0.334
C -0.349 1.972 -1.287
C -0.468 3.338 -1.061
C -1.124 4.143 -1.975
C -1.658 3.596 -3.129
C -1.525 2.240 -3.371
C -0.871 1.435 -2.456
C 1.555 1.502 1.874
C 2.592 0.504 1.339
C 1.247 1.083 3.317
C 2.122 2.923 1.835
C -1.680 -0.966 1.174
O -1.130 -0.966 2.244
C -0.183 -2.534 -1.609
C 1.094 -2.855 -2.038
H 4.197 -2.905 -1.097
H 3.710 -4.581 -1.322
H 3.568 -3.438 -2.662
H 2.516 -3.516 0.940
H 0.263 -2.935 1.709
H -2.029 -3.585 1.867
H -2.619 -4.205 0.317
H -3.588 -3.041 1.241
H -3.177 -2.141 -1.490
H -2.920 1.610 1.787
H -2.462 2.103 0.146
H 1.453 1.148 -0.621
H 0.107 0.031 -0.494
H -0.061 3.771 -0.159
H -1.219 5.202 -1.782
H -2.176 4.225 -3.837
H -1.938 1.806 -4.269
H -0.765 0.377 -2.648
H 3.082 0.848 0.431
H 3.367 0.375 2.089
H 2.133 -0.465 1.155
H 0.634 1.822 3.819
H 2.175 0.971 3.871
H 0.713 0.136 3.317
H 1.399 3.614 2.259
H 3.039 2.976 2.415
H 2.340 3.222 0.811
H -0.929 -2.250 -2.336
H 1.320 -2.820 -3.094
```

Output
* LUMO energy: 0.6060 eV
* frontier orbital gap: 0.3442 hartree
* SMILES string: Cc1ccc([C@]2(C)NC(=O)N(CC(=O)N(Cc3ccccc3)C(C)(C)C)C2=O)cc1
* strongest force on any atom: 0.504 eV/Å
* energy relative to the best compared isomer or geometry (same formula, charge and spin): 71.26 kJ/mol

Mulliken population analysis, charges in e, atoms 1 to 2: atom 1 (C): -1.457, atom 2 (C): 1.113

No. 4
# C8H8O3

One molecule with the formula C8H8O3 in a non-equilibrium geometry (ωB97M-V/def2-TZVPD, the Open Molecules 2025 dataset).

XYZ file:
```
19
Properties=species:S:1:pos:R:3
O -3.629 -0.297 -0.181
C -2.409 -0.425 -0.339
O -1.847 -1.340 -1.192
C -1.433 0.284 0.600
O -1.922 1.690 0.546
C -0.033 0.218 0.228
C 0.572 1.087 -0.643
C 1.957 0.967 -0.899
C 2.638 -0.095 -0.331
C 2.090 -1.007 0.650
C 0.778 -0.752 0.846
H -0.990 -1.312 -1.158
H -1.810 -0.125 1.677
H -2.821 1.370 0.506
H -0.215 1.532 -0.945
H 2.594 1.684 -1.521
H 3.732 -0.297 -0.472
H 2.637 -1.754 0.911
H 0.110 -1.429 1.716
```

Output
* LUMO energy: 0.5065 eV
* frontier orbital gap: 0.3776 hartree
* SMILES string: O=C(O)[C@H](O)c1ccccc1
* strongest force on any atom: 9.291 eV/Å
* energy relative to the best compared isomer or geometry (same formula, charge and spin): 363.49 kJ/mol

Mulliken population analysis, charges in e, atoms 1 to 2: atom 1 (O): -0.595, atom 2 (C): 0.619

No. 5
# C38H47BN11O8W

C38H47BN11O8W as an isolated structure in a non-equilibrium geometry (ωB97M-V/def2-TZVPD, the Open Molecules 2025 dataset).

XYZ file:
```
106
Properties=species:S:1:pos:R:3
W 0.247 0.227 0.333
C 3.473 1.411 -2.242
C 2.343 0.711 -2.925
C 2.349 0.361 -4.280
C 1.080 -0.105 -4.539
C 0.533 -0.593 -5.837
N 0.380 -0.047 -3.387
N 1.151 0.450 -2.381
B -1.109 -0.406 -3.231
N -1.839 0.670 -2.383
N -1.366 1.291 -1.249
C -2.162 2.356 -1.057
C -2.080 3.388 0.018
C -3.136 2.418 -2.051
C -2.907 1.333 -2.864
C -3.686 0.908 -4.063
N -1.361 -1.799 -2.664
N -1.172 -1.991 -1.342
C -1.520 -3.247 -1.087
C -1.476 -3.862 0.273
C -1.956 -3.874 -2.269
C -1.850 -2.914 -3.253
C -2.199 -3.011 -4.701
H 4.419 1.131 -2.707
H 3.532 1.177 -1.185
H 3.386 2.494 -2.391
H 3.159 0.469 -4.982
H 1.289 -0.465 -6.610
H -0.360 -0.044 -6.133
H 0.269 -1.650 -5.795
H -1.574 -0.387 -4.330
H -2.361 2.999 0.995
H -2.791 4.177 -0.225
H -1.095 3.844 0.082
H -3.912 3.157 -2.147
H -4.618 1.471 -4.100
H -3.927 -0.154 -4.024
H -3.139 1.090 -4.988
H -1.655 -3.114 1.038
H -0.512 -4.340 0.472
H -2.237 -4.641 0.342
H -2.324 -4.880 -2.379
H -2.732 -3.944 -4.880
H -1.315 -3.008 -5.340
H -2.835 -2.187 -5.021
O 0.529 4.734 4.227
C 1.455 4.977 3.303
O 2.254 5.870 3.416
C 1.473 4.082 2.116
C 2.380 4.201 1.078
N 2.079 3.256 0.171
N 1.025 2.528 0.551
C 0.656 3.006 1.730
C -0.478 2.267 2.356
O -1.007 2.637 3.392
O -0.883 1.284 1.614
H -0.049 3.965 3.995
H 3.197 4.888 0.945
H 2.575 2.991 -0.666
C -4.493 0.444 0.468
N -4.068 0.218 1.833
C -4.866 0.851 2.868
C -4.061 1.011 4.141
C -3.448 -0.339 4.450
N -2.585 -0.741 3.355
C -1.288 -1.305 3.664
C -2.915 -0.486 2.057
O -2.220 -0.864 1.105
H -4.556 1.517 0.265
H -5.479 0.003 0.292
H -3.775 -0.003 -0.213
H -5.769 0.259 3.068
H -5.199 1.820 2.487
H -4.707 1.344 4.954
H -3.265 1.744 3.999
H -4.243 -1.079 4.610
H -2.845 -0.315 5.357
H -0.862 -0.777 4.519
H -0.621 -1.195 2.818
H -1.354 -2.370 3.909
O 0.433 -1.766 0.844
N 1.552 -2.419 0.475
C 1.749 -2.746 -0.814
C 2.895 -3.420 -1.170
C 3.835 -3.725 -0.192
C 3.608 -3.367 1.125
C 2.443 -2.689 1.444
H 0.962 -2.444 -1.491
H 3.043 -3.677 -2.208
H 4.747 -4.240 -0.461
H 4.326 -3.560 1.907
H 2.159 -2.357 2.430
O 1.448 0.316 2.121
C 2.538 0.135 1.421
O 2.249 0.078 0.111
C 3.850 0.026 1.923
C 4.094 0.132 3.314
C 5.375 0.000 3.803
C 6.452 -0.235 2.946
C 6.219 -0.342 1.575
C 4.945 -0.221 1.061
H 3.266 0.324 3.983
H 5.546 0.089 4.868
H 7.454 -0.328 3.340
H 7.047 -0.527 0.901
H 4.772 -0.329 -0.002
```

Output
* LUMO energy (alpha / beta): -0.2773 / -0.2216 eV
* frontier orbital gap (alpha / beta): 0.1782 / 0.3025 hartree
* multiplicity: 4
* strongest force on any atom: 1.551 eV/Å
* energy relative to the best compared isomer or geometry (same formula, charge and spin): 273.72 kJ/mol

Mulliken population analysis, charges in e, atoms 1 to 2: atom 1 (W): 2.258, atom 2 (C): -1.809

No. 6
# C16H30IrNO5Si4Te

C16H30IrNO5Si4Te as an isolated structure in a non-equilibrium geometry (ωB97M-V/def2-TZVPD, the Open Molecules 2025 dataset).

XYZ file:
```
58
Properties=species:S:1:pos:R:3
Ir -1.267 -0.014 -3.204
O 4.329 -0.111 -5.045
C 3.010 -0.052 -4.826
C 2.319 1.157 -4.725
C 0.976 1.120 -4.455
N 0.332 -0.047 -4.321
C 0.990 -1.216 -4.374
C 2.332 -1.259 -4.640
C 0.141 -2.406 -3.986
O 0.587 -3.525 -4.068
O -1.035 -2.050 -3.570
C 0.127 2.332 -4.140
O 0.590 3.441 -4.277
O -1.050 2.006 -3.714
H 4.700 0.774 -5.130
H 2.800 2.123 -4.814
H 2.844 -2.210 -4.668
C -2.054 3.099 0.903
Si -0.593 2.266 1.729
C -0.781 2.366 3.597
C 0.973 3.153 1.217
Si -0.503 0.002 1.076
Te 0.416 0.142 -1.273
Si -2.496 -1.171 1.462
C -2.784 -1.249 3.314
C -2.375 -2.915 0.794
C -3.954 -0.309 0.659
Si 1.401 -1.098 1.952
C 1.310 -1.151 3.825
C 1.479 -2.838 1.267
C 2.968 -0.199 1.440
H -2.066 4.169 1.125
H -3.005 2.679 1.236
H -1.998 2.988 -0.184
H -0.829 3.409 3.920
H 0.063 1.899 4.109
H -1.692 1.870 3.939
H 0.903 4.222 1.437
H 1.147 3.042 0.145
H 1.849 2.761 1.739
H -1.965 -1.759 3.825
H -3.704 -1.798 3.531
H -2.880 -0.255 3.755
H -1.617 -3.491 1.326
H -2.104 -2.917 -0.265
H -3.327 -3.442 0.898
H -4.138 0.670 1.105
H -4.865 -0.902 0.768
H -3.783 -0.157 -0.410
H 0.420 -1.681 4.170
H 1.287 -0.148 4.256
H 2.185 -1.669 4.228
H 0.645 -3.450 1.615
H 2.405 -3.333 1.570
H 1.447 -2.824 0.176
H 3.031 0.795 1.886
H 3.006 -0.074 0.355
H 3.854 -0.763 1.741
```

Output
* LUMO energy (alpha / beta): -1.8091 / -1.8089 eV
* frontier orbital gap (alpha / beta): 0.2165 / 0.2165 hartree
* strongest force on any atom: 2.151 eV/Å
* energy relative to the best compared isomer or geometry (same formula, charge and spin): 92.68 kJ/mol

Mulliken population analysis, charges in e, atoms 1 to 2: atom 1 (Ir): 1.423, atom 2 (O): -0.512